--- i ---
# C6H7NO2

A cluster of 2 separate species, C6H7NO2 in total (ωB97M-V/def2-TZVPD, the OMol25 dataset).

```
! RIJCOSX wB97M-V def2-TZVPD def2/J DEFGRID3
* xyz 0 3
C 1.332 2.338 0.303
C 0.042 1.943 0.596
C 0.594 1.067 -1.424
C -2.044 -1.883 0.506
C -0.654 -1.765 0.190
C 0.429 -2.166 -0.450
N 1.576 1.828 -0.983
O -0.353 1.156 -0.506
O -1.074 -1.052 1.207
H 1.810 2.937 0.964
H -0.483 2.061 1.492
H -2.900 -1.204 0.040
H -2.357 -2.808 1.065
H 2.472 2.023 -1.481
H 0.166 -2.672 -1.409
H 1.442 -1.799 -0.112
*
```

Output
- expectation value of S² = 2.014
- E_LUMO (spin up / spin down) (eV) = 1.0 / -1.2
- gap between HOMO and LUMO (spin up / spin down) (hartree) = 0.208 / 0.275

Results of the natural (NBO) charge analysis, in e, for atoms 1 through 6:
1. C -0.095
2. C 0.017
3. C 0.427
4. C -0.153
5. C 0.302
6. C -0.556

--- ii ---
# C6H7NO2

The molecule C6H7NO2 (ωB97M-V/def2-TZVPD, the OMol25 dataset).

```
! RIJCOSX wB97M-V def2-TZVPD def2/J DEFGRID3
* xyz 0 3
C -1.689 0.879 -0.713
C -2.716 -0.414 0.625
C -0.815 -0.128 -0.273
C 2.362 0.497 0.993
C 1.578 0.752 -0.043
C 0.871 -0.377 -0.752
N -2.899 0.662 -0.136
O -1.462 -0.902 0.582
O 1.370 -1.633 -0.383
H -1.649 1.674 -1.321
H -3.323 -0.942 1.288
H 2.900 1.273 1.656
H 2.472 -0.493 1.339
H 1.210 1.659 -0.305
H 0.969 -0.120 -1.759
H 0.822 -2.386 -0.798
*
```

Output
- expectation value of S² = 2.011
- E_LUMO (spin up / spin down) (eV) = 0.6 / -2.0
- gap between HOMO and LUMO (spin up / spin down) (hartree) = 0.205 / 0.286

Results of the natural (NBO) charge analysis, in e, for atoms 1 through 6:
1. C -0.020
2. C 0.270
3. C 0.263
4. C -0.365
5. C -0.227
6. C 0.093

--- iii ---
# C6H7NO2

A structure of composition C6H7NO2 (ωB97M-V/def2-TZVPD, the OMol25 dataset).

```
! RIJCOSX wB97M-V def2-TZVPD def2/J DEFGRID3
* xyz 0 3
C 0.100 1.695 0.223
C 1.085 0.653 0.621
C -0.936 1.337 -0.518
C 0.407 -0.630 0.987
C -1.090 -0.091 -0.951
C -0.506 -1.021 0.075
N 1.548 -0.138 -0.546
O 2.679 -0.599 -0.493
O -1.108 -2.227 0.082
H 0.258 2.704 0.566
H 1.862 0.975 1.314
H -1.690 2.038 -0.836
H 0.827 -1.282 1.736
H -2.137 -0.363 -1.104
H -0.573 -0.236 -1.903
H -0.724 -2.818 0.745
*
```

Output
- expectation value of S² = 2.011
- E_LUMO (spin up / spin down) (eV) = 0.8 / -0.8
- gap between HOMO and LUMO (spin up / spin down) (hartree) = 0.269 / 0.285

Results of the natural (NBO) charge analysis, in e, for atoms 1 through 6:
1. C -0.207
2. C -0.164
3. C -0.134
4. C -0.310
5. C -0.521
6. C 0.371

What should be chosen as the least stable of them? Choose i.

--- i ---
# C3H7N3O2

A structure of composition C3H7N3O2 (ωB97M-V/def2-TZVPD, the OMol25 dataset).

```
! RIJCOSX wB97M-V def2-TZVPD def2/J DEFGRID3
* xyz 0 1
C -0.253 -0.449 0.652
C -2.075 0.768 -0.545
C -1.583 -0.567 -0.046
N 3.421 0.934 0.145
N 2.506 -0.062 -0.058
N 1.758 -1.717 0.434
O 0.180 0.420 1.337
O 0.486 -1.474 0.039
H -1.761 1.043 -1.613
H -3.084 0.666 -0.456
H -1.662 1.466 0.125
H -2.337 -0.729 0.682
H -1.594 -1.277 -0.842
H 4.163 0.641 0.805
H 1.837 0.338 -0.660
*
```

Output
- E_LUMO (spin up / spin down) (eV) = -0.8 / -0.8
- gap between HOMO and LUMO (spin up / spin down) (hartree) = 0.280 / 0.280

Results of the natural (NBO) charge analysis, in e, for atoms 1 through 6:
1. C 0.788
2. C -0.581
3. C -0.519
4. N -0.286
5. N -0.164
6. N -0.059

--- ii ---
# C3H7N3O2

The molecule C3H7N3O2 (ωB97M-V/def2-TZVPD, the OMol25 dataset).

```
! RIJCOSX wB97M-V def2-TZVPD def2/J DEFGRID3
* xyz 0 1
C 1.966 0.720 0.320
C 0.423 0.782 0.038
C -1.314 -1.228 -1.046
H 2.506 -0.103 -0.571
H 2.392 1.893 0.286
H 1.919 0.249 1.368
H -1.914 0.683 -1.128
H -2.339 -1.408 -0.954
H -0.937 -3.123 -0.488
H -0.803 1.297 2.674
N -1.122 0.102 -1.553
N -0.554 -2.223 -0.689
N -0.531 0.839 0.898
O 0.211 0.541 -1.334
O 0.096 0.978 2.179
*
```

Output
- E_LUMO (eV) = 0.7
- SMILES = [H]/N=C/NO/C(C)=N/O
- gap between HOMO and LUMO (hartree) = 0.377

Results of the natural (NBO) charge analysis, in e, for atoms 1 through 6:
1. C -0.719
2. C 0.506
3. C 0.269
4. H 0.265
5. H 0.252
6. H 0.263

--- iii ---
# C3H7N3O2

The molecule C3H7N3O2 (ωB97M-V/def2-TZVPD, the OMol25 dataset).

```
! RIJCOSX wB97M-V def2-TZVPD def2/J DEFGRID3
* xyz 0 1
N 0.435 0.387 0.043
C -0.856 0.968 -0.153
C 0.561 -1.014 0.021
N -0.752 2.277 -0.488
C 1.102 -1.629 -1.018
O 1.153 0.999 1.099
O 0.092 -1.635 1.151
N -1.976 0.385 -0.115
H 0.806 0.666 1.944
H 0.218 -2.587 1.079
H -1.594 2.823 -0.458
H 0.122 2.727 -0.278
H -1.949 -0.609 0.101
H 1.189 -2.699 -1.067
H 1.448 -1.058 -1.859
*
```

Output
- E_LUMO (eV) = 0.6
- SMILES = [H]/N=C(/N)N(O)C(=C)O
- gap between HOMO and LUMO (hartree) = 0.353

Results of the natural (NBO) charge analysis, in e, for atoms 1 through 6:
1. N -0.237
2. C 0.553
3. C 0.430
4. N -0.806
5. C -0.479
6. O -0.555

--- iv ---
# C3H7N3O2

The molecule C3H7N3O2 (ωB97M-V/def2-TZVPD, the OMol25 dataset).

```
! RIJCOSX wB97M-V def2-TZVPD def2/J DEFGRID3
* xyz 0 1
C 0.698 -0.937 -0.574
C 0.277 0.278 -0.157
N -1.197 1.760 1.021
N 1.504 -1.138 -1.694
C -1.371 -0.645 1.388
O 0.735 1.421 -0.786
N -0.702 0.448 0.793
O -1.041 -1.811 1.571
H 1.493 1.114 -1.319
H 0.650 -1.829 0.044
H -0.743 2.113 1.865
H -0.795 2.372 0.301
H 1.673 -2.133 -1.851
H 1.081 -0.736 -2.531
H -2.261 -0.275 1.930
*
```

Output
- E_LUMO (eV) = 0.6
- SMILES = N/C=C(\O)N(N)C=O
- gap between HOMO and LUMO (hartree) = 0.294

Results of the natural (NBO) charge analysis, in e, for atoms 1 through 6:
1. C -0.173
2. C 0.370
3. N -0.624
4. N -0.846
5. C 0.521
6. O -0.704

What should be chosen as the least stable of them? Choose i.

--- i ---
# C3H7N3O2

The molecule C3H7N3O2 (ωB97M-V/def2-TZVPD, the OMol25 dataset).

```
! RIJCOSX wB97M-V def2-TZVPD def2/J DEFGRID3
* xyz 0 1
C 1.184 -0.294 1.820
C -0.802 0.926 -0.576
C -0.346 0.057 -1.832
H 1.194 0.571 3.802
H -0.487 0.245 2.817
H 2.247 -0.803 1.702
H -1.334 -0.629 0.575
H -0.566 2.062 -0.187
H -1.925 0.948 -0.879
H 0.921 -0.840 -0.521
N 0.603 -0.045 3.071
N 0.608 -0.157 0.732
N -0.788 0.194 0.637
O 0.469 -0.982 -1.474
O -0.871 0.277 -2.883
*
```

Output
- E_LUMO (eV) = 0.5
- SMILES = N/C=N\NCC(=O)O
- gap between HOMO and LUMO (hartree) = 0.353

Results of the natural (NBO) charge analysis, in e, for atoms 1 through 6:
1. C 0.322
2. C -0.375
3. C 0.789
4. H 0.422
5. H 0.424
6. H 0.202

--- ii ---
# C3H7N3O2

The molecule C3H7N3O2 (ωB97M-V/def2-TZVPD, the OMol25 dataset).

```
! RIJCOSX wB97M-V def2-TZVPD def2/J DEFGRID3
* xyz 0 1
C -2.167 1.243 2.072
C -2.118 0.127 1.140
C 0.899 0.154 -0.865
H -2.158 2.177 1.599
H -2.942 1.287 3.081
H -0.867 1.174 2.238
H 1.299 1.212 -0.471
H 1.186 -1.776 -1.921
H 3.493 -1.160 -2.761
H 2.656 -1.944 -1.242
N -0.175 -0.572 -0.398
N 1.482 -0.623 -2.063
N 2.917 -0.945 -1.754
O -2.746 -0.744 0.833
O -0.759 0.389 0.513
*
```

Output
- E_LUMO (eV) = 0.8
- SMILES = CC(=O)O/N=C/NN
- gap between HOMO and LUMO (hartree) = 0.364

Results of the natural (NBO) charge analysis, in e, for atoms 1 through 6:
1. C -0.758
2. C 0.800
3. C 0.184
4. H 0.252
5. H 0.258
6. H 0.288

--- iii ---
# C3H7N3O2

A structure of composition C3H7N3O2 (ωB97M-V/def2-TZVPD, the OMol25 dataset).

```
! RIJCOSX wB97M-V def2-TZVPD def2/J DEFGRID3
* xyz 0 1
C 2.276 0.570 -0.006
C -0.025 0.276 -0.051
C -3.175 -0.441 0.147
H 3.199 0.200 0.419
H 1.836 1.595 0.185
H 2.474 0.517 -1.113
H 2.104 -2.239 0.434
H -0.897 1.824 -0.287
H -3.107 -1.388 0.979
H -4.097 -0.110 -0.105
N 1.223 -0.302 0.401
N -0.050 1.516 -0.062
N -2.213 0.237 -0.363
O 1.437 -1.537 -0.401
O -0.985 -0.718 -0.178
*
```

Output
- E_LUMO (eV) = 0.3
- gap between HOMO and LUMO (hartree) = 0.353

Results of the natural (NBO) charge analysis, in e, for atoms 1 through 6:
1. C -0.472
2. C 0.663
3. C -0.060
4. H 0.194
5. H 0.272
6. H 0.184

What should be chosen as the least stable of them? Choose ii.

--- i ---
# C3H11N2

The ion C3H11N2 with charge +1 (ωB97M-V/def2-TZVPD, the OMol25 dataset).

```
! RIJCOSX wB97M-V def2-TZVPD def2/J DEFGRID3
* xyz 1 1
C -1.284 -0.008 0.406
N -1.016 1.416 -0.012
C -0.387 -0.892 -0.491
N 0.914 -0.284 -0.571
C 1.776 -0.431 0.615
H -2.333 -0.289 0.377
H -0.988 -0.138 1.449
H -1.599 1.563 -0.838
H -1.006 2.174 0.670
H -0.950 -0.988 -1.418
H -0.369 -1.840 0.059
H 1.381 -0.437 -1.445
H -0.022 1.313 -0.363
H 1.803 -1.473 0.934
H 1.391 0.191 1.422
H 2.772 -0.100 0.350
*
```

Output
- E_LUMO (eV) = -3.4
- SMILES = CNCC[NH3+]
- gap between HOMO and LUMO (hartree) = 0.387

Results of the natural (NBO) charge analysis, in e, for atoms 1 through 6:
1. C -0.241
2. N -0.714
3. C -0.244
4. N -0.665
5. C -0.418
6. H 0.243

--- ii ---
# C3H11N2

A cluster of 2 separate species, C3H11N2 in total (ωB97M-V/def2-TZVPD, the OMol25 dataset).

```
! RIJCOSX wB97M-V def2-TZVPD def2/J DEFGRID3
* xyz 1 1
C -2.009 -1.030 0.361
N -1.560 0.394 0.254
H -2.489 -1.351 -0.556
H -1.157 -1.670 0.571
H -2.684 -1.098 1.203
H -2.144 0.991 -0.322
H -0.497 0.235 -0.177
H -1.438 0.826 1.165
C 1.635 1.371 -0.120
C 1.698 -0.962 -0.451
N 0.978 0.058 -0.258
H 1.774 1.647 -1.165
H 2.656 1.301 0.262
H 1.040 2.121 0.389
H 1.508 -1.765 -1.163
H 2.689 -1.067 0.008
*
```

Output
- E_LUMO (eV) = -3.6
- gap between HOMO and LUMO (hartree) = 0.394

Results of the natural (NBO) charge analysis, in e, for atoms 1 through 6:
1. C -0.421
2. N -0.738
3. H 0.237
4. H 0.222
5. H 0.230
6. H 0.429

--- iii ---
# C3H11N2

A cluster of 2 separate species, C3H11N2 in total (ωB97M-V/def2-TZVPD, the OMol25 dataset).

```
! RIJCOSX wB97M-V def2-TZVPD def2/J DEFGRID3
* xyz 1 1
C -2.645 -2.867 -0.878
C -2.381 -1.952 -2.058
H -2.059 -2.585 0.003
H -2.360 -3.911 -1.032
H -3.683 -2.901 -0.561
H -1.455 -1.380 -2.029
H -2.427 -2.477 -3.005
H -3.094 -1.130 -2.065
N 1.330 0.857 0.421
C 1.921 1.476 1.399
N 2.177 2.782 1.445
H 0.917 1.398 -0.330
H 1.374 -0.154 0.347
H 2.243 0.858 2.236
H 1.927 3.225 2.321
H 2.283 3.342 0.603
*
```

Output
- E_LUMO (eV) = -4.6
- gap between HOMO and LUMO (hartree) = 0.347

Results of the natural (NBO) charge analysis, in e, for atoms 1 through 6:
1. C -0.615
2. C -0.612
3. H 0.189
4. H 0.214
5. H 0.217
6. H 0.181

What should be chosen as the least stable of them? Choose ii.

--- i ---
# C3H11N2

A cluster of 2 separate species, C3H11N2 in total (ωB97M-V/def2-TZVPD, the OMol25 dataset).

```
! RIJCOSX wB97M-V def2-TZVPD def2/J DEFGRID3
* xyz 1 1
C -2.023 1.176 1.044
N -1.633 0.055 0.136
H -1.160 1.610 1.545
H -2.469 1.939 0.411
H -2.711 0.799 1.798
H -1.855 -0.831 0.539
H 0.026 -0.451 -0.155
H -1.945 0.220 -0.800
C 1.701 -0.634 -1.630
C 1.620 -0.504 0.753
N 1.023 -0.830 -0.333
H 2.200 -1.539 -1.946
H 2.453 0.137 -1.489
H 1.000 -0.300 -2.390
H 1.071 -0.465 1.689
H 2.701 -0.384 0.827
*
```

Output
- E_LUMO (eV) = -5.0
- gap between HOMO and LUMO (hartree) = 0.337

Results of the natural (NBO) charge analysis, in e, for atoms 1 through 6:
1. C -0.412
2. N -0.871
3. H 0.188
4. H 0.216
5. H 0.213
6. H 0.388

--- ii ---
# C3H11N2

A cluster of 2 separate species, C3H11N2 in total (ωB97M-V/def2-TZVPD, the OMol25 dataset).

```
! RIJCOSX wB97M-V def2-TZVPD def2/J DEFGRID3
* xyz 1 1
C 1.160 -0.096 1.280
C 1.010 0.129 -1.290
C -0.983 0.468 0.073
N -1.918 -0.230 -0.638
N 0.308 -0.250 0.105
H 1.611 0.943 1.293
H 0.542 -0.206 2.193
H 1.969 -0.934 1.374
H 2.068 -0.035 -1.313
H 0.505 -0.418 -2.083
H 0.884 1.090 -1.618
H -1.347 0.541 1.928
H -0.922 1.559 -0.058
H -2.949 0.012 -0.661
H -1.886 -1.313 -0.683
H -0.052 -1.261 0.098
*
```

Output
- E_LUMO (eV) = -3.6
- gap between HOMO and LUMO (hartree) = 0.344

Results of the natural (NBO) charge analysis, in e, for atoms 1 through 6:
1. C -0.444
2. C -0.403
3. C 0.128
4. N -0.849
5. N -0.405
6. H 0.247

What should be chosen as the least stable of them? Choose ii.

--- i ---
# C3H11N2

A cluster of 2 separate species, C3H11N2 in total (ωB97M-V/def2-TZVPD, the OMol25 dataset).

```
! RIJCOSX wB97M-V def2-TZVPD def2/J DEFGRID3
* xyz 1 1
C -1.712 1.324 -1.507
N -1.107 -0.011 -1.000
H -1.020 2.149 -1.337
H -2.624 1.559 -0.899
H -1.964 1.223 -2.582
H -0.716 -0.521 -1.780
H -0.426 0.077 -0.158
H -1.855 -0.491 -0.574
C 1.658 -1.475 0.543
C 1.252 0.384 2.053
N 0.827 -0.220 0.952
H 1.458 -2.237 1.361
H 1.157 -1.869 -0.403
H 2.700 -1.192 0.397
H 0.921 1.543 2.091
H 1.450 -0.243 2.843
*
```

Output
- E_LUMO (eV) = -3.5
- gap between HOMO and LUMO (hartree) = 0.379

Results of the natural (NBO) charge analysis, in e, for atoms 1 through 6:
1. C -0.427
2. N -0.715
3. H 0.238
4. H 0.237
5. H 0.241
6. H 0.432

--- ii ---
# C3H11N2

A cluster of 2 separate species, C3H11N2 in total (ωB97M-V/def2-TZVPD, the OMol25 dataset).

```
! RIJCOSX wB97M-V def2-TZVPD def2/J DEFGRID3
* xyz 1 1
C -1.599 -1.117 -0.643
C -0.628 0.674 -1.904
N -0.538 -0.162 -0.966
H -1.884 -0.985 0.398
H -1.204 -2.123 -0.768
H -2.440 -0.972 -1.312
H -1.505 0.709 -2.543
H 0.174 1.373 -2.104
H 0.384 -0.194 -0.246
C 1.074 0.844 1.743
N 1.404 -0.245 0.791
H 0.067 0.724 2.135
H 1.113 1.775 1.180
H 1.769 0.903 2.576
H 2.329 -0.062 0.411
H 1.484 -1.144 1.252
*
```

Output
- E_LUMO (eV) = -3.9
- gap between HOMO and LUMO (hartree) = 0.407

Results of the natural (NBO) charge analysis, in e, for atoms 1 through 6:
1. C -0.435
2. C 0.086
3. N -0.406
4. H 0.235
5. H 0.239
6. H 0.226

What should be chosen as the least stable of them? Choose i.